Entry 1:
Here is 10 unconnected molecules or ions with the total composition C30H70N10O10 at a distorted geometry from the OMol25 dataset. Energies are from the ωB97M-V functional and the def2-TZVPD basis.

HOMO-LUMO gap (eV): 8.8
LUMO (eV): 0.2
Relative energy (zero: lowest compared OMol25 entry of this formula, charge and spin) (eV): 1.450
SMILES string: CNC(C)=O.CNC(C)=O.CNC(C)=O.CNC(C)=O.CNC(C)=O.CNC(C)=O.CNC(C)=O.CNC(C)=O.CNC(C)=O.CNC(C)=O

Geometry as ORCA input:
```
! RIJCOSX wB97M-V def2-TZVPD def2/J DEFGRID3
* xyz 0 1
O -3.9471 -3.1013 23.6179
O -2.1348 1.4393 21.6378
O -6.1888 4.0609 26.2931
O -6.5141 1.5211 19.8133
O -2.4552 6.7835 20.8346
O -6.4972 5.4875 21.6088
O -2.8061 0.5225 27.5701
O 2.2376 -0.9731 20.1211
O 0.0192 1.7599 17.4199
O 2.7289 4.1378 21.1316
N -7.0783 3.8329 24.1810
N -4.1911 2.2579 21.1425
N -7.4893 5.6622 19.5882
N 0.8061 3.1389 19.0035
N -3.6050 -1.8407 25.4482
N 1.6261 3.7003 23.0680
N -1.0309 7.1502 22.5414
N -4.5056 2.0132 27.6924
N -7.9719 0.1822 18.7929
N 0.1226 -0.2909 20.6931
C -4.6166 2.0009 29.1398
C -0.4885 -0.8439 19.4513
C -3.5741 1.3423 26.9956
C 2.7364 3.9712 22.3406
C 2.3343 1.5136 17.9970
C -3.1683 -2.6439 24.4194
C -8.1281 4.3311 19.5841
C 1.9345 -0.0848 22.2375
C -6.6968 6.1369 20.5629
C -9.0771 0.8003 19.5194
C -6.8541 6.1198 25.0852
C 3.9778 4.1118 23.1534
C -3.7632 3.6219 20.8169
C -5.0382 -1.4698 25.6057
C -5.5664 0.0663 18.1489
C -1.7194 -2.9926 24.4844
C -7.0882 2.3709 24.1930
C 0.3221 3.3865 22.4338
C -3.9653 -0.1520 21.6784
C -3.3819 6.6181 23.0763
C -6.6816 4.5764 25.2641
C 1.4319 -0.4672 20.9119
C -3.3359 1.2562 21.4664
C -6.7063 0.6009 19.0241
C -2.2898 6.8757 22.0601
C 0.1032 7.3018 21.6709
C -3.4271 1.6504 25.5100
C -0.4794 3.7545 19.1028
C 0.9660 2.1402 18.1347
C -5.9812 7.4370 20.2403
H -5.2531 0.7978 17.4222
H -3.9066 -0.5854 20.6942
H -4.7705 0.9802 29.5237
H -0.5125 4.2935 20.0579
H -6.0586 1.9535 23.9595
H -7.7759 1.9390 23.4433
H -1.2502 2.9602 19.0963
H 2.9323 0.2779 22.0964
H -3.4334 -0.7488 22.4389
H -5.5860 -2.4071 25.7662
H -0.1547 4.2502 22.0401
H 2.9788 1.6923 18.8297
H -1.1051 -2.2546 24.9776
H -4.2876 6.3474 22.5330
H -6.9957 6.5571 26.0847
H -4.6586 4.2402 20.8721
H 0.3119 -1.3152 18.8876
H -0.4862 0.2933 21.2448
H 1.7001 3.3249 23.9958
H -7.1343 4.3025 23.2767
H -4.6945 -0.1254 18.7705
H -3.1000 5.7340 23.6606
H -4.1151 2.3971 25.1321
H -3.2788 3.6358 19.8032
H -5.0541 1.9450 20.7061
H -5.4381 -0.9384 24.7270
H 2.1466 -1.0864 22.6448
H -8.9871 0.5073 20.5739
H 0.9871 7.0567 22.2072
H 2.8399 1.7985 17.0548
H -3.5455 0.7549 24.8781
H -5.0837 2.6876 27.1910
H -7.6261 6.4149 24.3914
H -9.0372 4.3663 18.9995
H 1.5012 3.4485 19.6246
H -5.0661 -0.7711 26.4466
H -8.1243 -0.7579 18.3997
H 4.8623 3.7371 22.6225
H -9.0034 1.8619 19.4882
H -6.2592 8.1963 20.9774
H -3.0613 4.0440 21.5202
H -0.4204 3.0572 23.1513
H -0.9133 7.1876 23.5358
H 0.0537 6.6229 20.8284
H 4.2817 5.1811 23.2589
H -1.3398 -3.2262 23.4937
H 2.2151 0.4046 17.9260
H -1.6142 -3.9468 25.0072
H -0.7774 0.0510 18.8502
H -4.9202 7.2351 20.4396
H -7.3368 3.6553 19.2209
H -2.3924 2.0151 25.3739
H -3.7193 2.4431 29.5833
H 0.2433 8.3068 21.2742
H -6.1424 7.8229 19.2365
H -5.8146 -0.8521 17.6170
H -3.6675 7.4922 23.6258
H 3.8985 3.7700 24.1893
H -0.6139 4.4906 18.3163
H -10.0300 0.4340 19.1449
H -7.7184 6.3893 18.8902
H 0.4248 2.5547 21.6751
H -1.3338 -1.5163 19.6061
H -5.4543 2.5628 29.5372
H -8.3731 4.1740 20.6082
H 1.3279 0.4637 22.9352
H -2.9781 -1.5388 26.1684
H -5.9825 6.6659 24.6868
H -5.0184 0.0739 21.8863
H -7.4407 2.2052 25.2218
*
```

Results of the Löwdin charge analysis, in e, for atoms 1 through 6: 0.040, 0.000, -0.018, -0.006, 0.014, -0.027

---

Entry 2:
Here is a molecular structure, H4OS at a distorted geometry from the OMol25 dataset. Energies are from the ωB97M-V functional and the def2-TZVPD basis.

HOMO-LUMO gap (alpha / beta) (eV): 1.8 / 7.6
LUMO (alpha / beta) (eV): 3.3 / 3.6
Relative energy (zero: lowest compared OMol25 entry of this formula, charge and spin) (eV): 2.512

Geometry as ORCA input:
```
! RIJCOSX wB97M-V def2-TZVPD def2/J DEFGRID3
* xyz -1 2
S 0.2842 -0.4498 -0.6683
O -0.3269 0.8394 1.0623
H -0.4294 1.8107 0.7373
H -1.0690 -0.7469 -0.7590
H -0.8228 0.8138 1.9274
H 0.3898 -1.3951 0.2887
*
```

Want to see where the charge sits? The Löwdin charges in e are: -0.228, -0.464, 0.057, -0.190, 0.044, -0.219

---

Entry 3:
Here is a single C2HN3O3 molecule at a distorted geometry from the OMol25 dataset. Energies are from the ωB97M-V functional and the def2-TZVPD basis.

HOMO-LUMO gap (eV): 9.3
LUMO (eV): -1.6
Relative energy (zero: lowest compared OMol25 entry of this formula, charge and spin) (eV): 6.294
SMILES string: O=Cn1onnc1=O

Geometry as ORCA input:
```
! RIJCOSX wB97M-V def2-TZVPD def2/J DEFGRID3
* xyz 0 1
O 1.8049 -0.7372 -1.8043
O 0.1231 -0.2424 1.9785
O -0.6621 1.0955 -0.9827
N -1.8202 0.5781 0.9219
N 0.2113 0.2444 -0.2979
N -1.8724 1.1179 -0.2583
C 1.2501 -0.7615 -0.6919
C -0.5196 -0.0339 0.9976
H 1.4849 -1.2609 0.1372
*
```

Results of the Löwdin charge analysis, in e, for atoms 1 through 6: 0.068, 0.128, -0.013, 0.145, 0.035, 0.094

---

Entry 4:
Here is a molecular structure, C10H14N10OsSSi at a distorted geometry from the OMol25 dataset. Energies are from the ωB97M-V functional and the def2-TZVPD basis.

HOMO-LUMO gap (alpha / beta) (eV): 6.9 / 5.8
LUMO (alpha / beta) (eV): -0.7 / -3.2

Geometry as ORCA input:
```
! RIJCOSX wB97M-V def2-TZVPD def2/J DEFGRID3
* xyz 0 5
Os -1.3121 0.6563 -1.5347
S 0.8315 1.0508 -0.9571
Si 2.7460 0.0602 1.9834
N -1.0401 0.1618 0.4238
N -1.4818 0.9912 -3.4996
N -0.9138 1.7845 -5.4364
N -2.0372 1.1548 -5.5537
N -3.3623 -1.3911 -0.9103
N -2.9099 -0.5999 -1.8594
N -0.6052 1.7262 -4.1926
N -3.3188 -0.2947 -4.1834
N -4.2923 -2.1339 -1.4062
N -4.5496 -1.7718 -2.7297
C 3.0406 0.4305 3.8358
C 0.0950 -0.1552 2.8020
C -2.3713 0.6642 -4.3981
C 3.0282 -1.7286 1.7455
C -1.2718 -0.4328 2.7212
C 0.2821 0.3473 0.5155
C 0.9211 0.1578 1.6961
C -3.6292 -0.8429 -2.9787
C 3.6418 1.1886 0.8082
C -1.8135 -0.3014 1.4062
H 3.0762 -0.2968 4.5925
H 4.2874 0.5423 0.1894
H -1.8479 -0.9207 3.5093
H 2.2592 1.0574 4.1409
H 4.0487 -2.0773 1.7956
H 2.6701 -2.1486 0.8348
H 2.5825 -2.1696 2.6219
H 3.9217 1.0333 3.8412
H 4.3831 1.8097 1.2351
H 0.5992 -0.0700 3.7821
H -3.5258 -0.7604 -5.0747
H -2.8301 -0.6384 1.0238
H -2.2068 2.1030 -0.9955
H 2.9050 1.8145 0.2059
*
```

Results of the Löwdin charge analysis, in e, for atoms 1 through 6: 1.379, 0.628, 0.535, -0.240, -0.231, -0.023

---

Entry 5:
Here is a molecular structure, C5H8O2 from the OMol25 dataset. Energies are from the ωB97M-V functional and the def2-TZVPD basis.

HOMO-LUMO gap (eV): 9.6
LUMO (eV): 0.7
Relative energy (zero: lowest compared OMol25 entry of this formula, charge and spin) (eV): 5.346

Geometry as ORCA input:
```
! RIJCOSX wB97M-V def2-TZVPD def2/J DEFGRID3
* xyz 0 1
O -0.4588 -0.3041 1.1382
O -2.4980 -0.2296 -0.8402
C -1.1534 0.0259 -1.1753
C 1.9600 -0.4964 -0.3166
C 1.1315 0.6270 0.0262
C 0.9431 -0.2261 1.3511
C -0.4127 0.6040 0.0116
H 1.4490 -1.2073 1.3752
H 1.2515 0.3194 2.2470
H 1.3126 -1.3226 -0.6705
H -1.1600 0.7485 -1.9980
H -2.4854 -0.8120 -0.0681
H -0.6475 -0.8854 -1.5265
H -0.8551 1.5663 0.2974
H 1.6233 1.5924 0.1485
*
```

Results of the Löwdin charge analysis, in e, for atoms 1 through 6: -0.065, -0.044, -0.213, 0.116, -0.276, -0.177

---

Entry 6:
Here is 6 unconnected molecules or ions with the total composition C2H17NO5 at a distorted geometry from the OMol25 dataset. Energies are from the ωB97M-V functional and the def2-TZVPD basis.

HOMO-LUMO gap (eV): 10.1
LUMO (eV): 0.6
Relative energy (zero: lowest compared OMol25 entry of this formula, charge and spin) (eV): 2.385
SMILES string: CCN.O.O.O.O.O

Geometry as ORCA input:
```
! RIJCOSX wB97M-V def2-TZVPD def2/J DEFGRID3
* xyz 0 1
O 2.0904 0.4772 2.5587
O 1.4791 -1.0677 -1.3800
O -0.8759 -0.0534 -2.3224
O -0.9937 2.6359 -1.3950
O 1.2954 1.8294 -0.1283
N -0.3066 -0.6649 1.5226
C -1.7781 -2.0299 0.1009
C -1.3824 -1.6446 1.5391
H -0.1100 2.7372 -1.0883
H -0.7428 0.2715 1.5593
H -0.6543 -2.5130 1.9263
H 0.1885 -0.6946 0.6397
H -2.4352 -3.1506 0.0838
H -2.3146 -1.4455 2.0291
H -1.2905 0.0986 -3.1552
H 1.6384 1.8217 0.8183
H 0.8206 -0.7944 -1.9494
H 1.3736 1.0012 -0.4512
H -2.2390 -1.3611 -0.6447
H 2.5835 0.1590 3.2837
H 1.2804 -0.1057 2.5352
H -0.8276 -2.3076 -0.5054
H -1.4955 2.6135 -0.5680
H 2.2419 -1.0875 -1.8161
H -0.8696 0.8870 -1.8600
*
```

Results of the Löwdin charge analysis, in e, for atoms 1 through 6: -0.079, 0.034, -0.093, -0.043, -0.028, -0.047

---

Entry 7:
Here is a molecular structure, C47H69BaN4O5PSi at a distorted geometry from the OMol25 dataset. Energies are from the ωB97M-V functional and the def2-TZVPD basis.

HOMO-LUMO gap (eV): 8.0
LUMO (eV): 0.3

Geometry as ORCA input:
```
! RIJCOSX wB97M-V def2-TZVPD def2/J DEFGRID3
* xyz 0 1
Ba 0.1733 -1.2917 0.5016
P 1.4104 1.8633 -1.4579
Si -2.0283 -2.4865 2.0988
O 2.2013 -2.0343 -0.8345
O 0.5301 -4.7410 -0.6705
O 2.6180 -0.6051 2.1599
O -0.6323 -1.9399 -2.0658
O 1.3822 -3.1243 1.9991
N 6.3559 -3.8414 -0.0214
N -1.1641 -3.2394 0.7642
N 3.2384 -2.5732 -0.3074
N 4.2520 -2.0742 -3.5769
C -3.0552 0.8064 -1.4087
C -2.6213 1.9095 2.7787
C 1.5691 2.8103 3.4888
C 4.1175 2.8859 -2.0767
C -1.6216 -4.4687 0.2880
C 2.7693 -5.5460 -4.0751
C -3.0332 1.3097 5.2258
C -0.3321 1.1747 -3.4601
C -2.8816 -5.0166 0.5605
C -3.7506 -1.8736 1.6443
C 3.2537 2.0934 -1.0943
C -1.1249 -6.4887 -1.0003
C -2.3912 -6.9894 -0.7284
C -0.5429 2.9903 2.1190
C 4.2693 -2.3615 -2.4635
C 1.4308 -5.2098 -4.2060
C -1.4012 2.4791 3.0940
C -2.1115 2.2723 0.4267
C 2.5689 -5.3882 -1.6822
C -0.9081 2.9136 0.7740
C -2.5870 2.2040 -1.0108
C -0.7571 -5.2486 -0.5127
C -0.7392 5.1452 -0.1093
C -4.8008 2.4490 3.8640
C -3.2646 -6.2502 0.0530
C 4.2907 -2.7189 -1.0786
C -2.1049 -3.5902 3.6079
C 0.3893 5.0154 3.2864
C 1.1549 1.5062 -3.2936
C 0.7185 3.6982 2.5800
C 0.7006 5.9171 -1.8440
C -3.6889 3.2336 -1.2657
C 1.4835 2.5547 -4.3627
C -3.6235 1.4706 3.8292
C 3.3334 2.7739 0.2779
C 5.4381 -3.3375 -0.4970
C 1.2366 -5.0364 -1.8283
C 1.9692 0.2413 -3.5926
C 0.7193 3.5583 -1.1983
C 1.1756 4.6241 -1.9810
C -1.0563 -0.9249 2.8078
C 0.6513 -4.9575 -3.0852
C 3.3342 -5.6396 -2.8122
C -2.9405 1.7851 1.4287
C -0.2552 3.8370 -0.2248
C 3.8743 0.6993 -0.9501
C -0.2767 6.1805 -0.9008
H -3.9465 0.5005 -0.8579
H 2.3852 -1.5131 2.4140
H -0.2425 4.8404 4.1604
H 1.7937 1.8398 3.0397
H 4.0905 2.4745 -3.0829
H -2.7418 2.2763 5.6433
H -4.5540 3.0403 -0.6267
H -0.9526 -2.7887 -1.7231
H 1.3193 2.0943 -5.3413
H -3.5903 -4.4656 1.1650
H -3.8502 -0.8018 1.8099
H -3.9625 -2.0689 0.5909
H -0.9486 2.0718 -3.3831
H 1.3029 3.9388 1.6889
H 0.1670 -2.1622 -2.5618
H 1.9100 -3.7453 1.4818
H 4.3757 2.7804 0.6082
H -4.2514 -6.6342 0.2772
H -0.6758 7.1790 -0.7774
H 1.3042 5.5023 3.6288
H 3.8517 3.9396 -2.1135
H -1.5031 5.3400 0.6341
H -1.1063 2.5736 4.1311
H -1.7403 2.4617 -1.6418
H -5.5571 2.1236 4.5804
H 2.5153 2.8944 -4.3384
H -3.3016 0.7740 -2.4716
H -2.5375 -4.5646 3.3782
H -1.7874 -0.4843 3.4858
H -3.7746 0.8771 5.8985
H -0.4016 -4.7319 -3.1864
H -2.6805 -7.9571 -1.1154
H 0.4557 -3.3826 1.7306
H 2.9863 3.8074 0.2422
H -2.1521 0.6657 5.2355
H -0.1961 -1.2301 3.4239
H -0.7084 -0.1126 2.1557
H 4.0327 0.2047 -1.9081
H 3.2546 0.0372 -0.3440
H 5.1574 2.8307 -1.7406
H 1.0925 6.7052 -2.4739
H 3.0265 0.4578 -3.7484
H -2.7022 -3.1383 4.4036
H 1.9190 -0.5109 -2.8009
H 0.8266 3.4221 -4.3038
H -3.3399 4.2464 -1.0592
H 1.9308 4.4426 -2.7251
H 3.3965 -0.7377 1.6071
H 4.3772 -5.9056 -2.6980
H -3.8926 1.3457 1.1534
H -4.5231 -2.3700 2.2359
H -0.4193 -7.0599 -1.5888
H -0.6935 0.4404 -2.7402
H -4.4566 3.4422 4.1616
H 3.3715 -5.7296 -4.9541
H -4.0224 3.1937 -2.3045
H -1.0979 -3.7598 3.9969
H 4.8509 0.7975 -0.4665
H 2.9871 -5.4590 -0.6862
H 1.5998 -0.2169 -4.5141
H -5.2746 2.5428 2.8864
H 0.9831 -5.1440 -5.1894
H 2.5158 3.3034 3.7168
H 2.7547 2.2362 1.0360
H -0.4888 0.7555 -4.4585
H -2.2878 0.0459 -1.2400
H -0.1366 5.7074 2.6288
H 1.0663 2.6206 4.4397
H -4.0166 0.4967 3.5141
*
```

Results of the Löwdin charge analysis, in e, for atoms 1 through 6: 1.928, 1.166, 0.364, -0.408, -0.017, -0.118

---

Entry 8:
Here is a molecular structure, C23H29Cl5LuNO2P2 at a distorted geometry from the OMol25 dataset. Energies are from the ωB97M-V functional and the def2-TZVPD basis.

HOMO-LUMO gap (eV): 6.1
LUMO (eV): 0.0
Relative energy (zero: lowest compared OMol25 entry of this formula, charge and spin) (eV): 0.000

Geometry as ORCA input:
```
! RIJCOSX wB97M-V def2-TZVPD def2/J DEFGRID3
* xyz 0 1
Lu -0.4571 0.2073 0.0068
Cl -2.6918 -2.1379 5.3713
Cl -5.6842 0.7277 1.8958
Cl -5.4227 -0.8161 4.6145
Cl -0.2321 -1.9104 3.3939
Cl -3.1399 0.9797 -0.0426
P 1.4997 1.2383 1.5489
P -1.2775 -1.5097 -1.9160
O 2.4956 1.6630 -3.0019
O 6.2311 -0.0188 -0.5240
N 0.8520 -1.7117 0.3589
C -3.0612 0.1664 1.5426
C -3.0436 -1.8389 -2.2572
C -4.1913 0.0426 2.3637
C 2.4510 -3.9226 0.7315
C -4.0798 -0.6761 3.5777
C -0.4922 -1.9633 -3.4981
C -2.8368 -1.2737 3.9056
C -1.7317 -1.1314 3.0320
C -1.0166 2.2185 -2.5557
C 2.5390 -0.2731 1.4162
C -0.9001 -3.0048 -0.8434
C 1.1954 -4.0421 0.1543
C -1.6345 4.3560 -0.8295
C 0.3963 -2.9208 -0.0304
C 1.2572 1.4461 3.3591
C -0.7427 3.3702 -0.3539
C -1.8289 -0.3780 1.8645
C 2.9487 -2.6953 1.0884
C -0.4272 2.3742 -1.3003
C 2.1195 -1.5486 0.9086
C -1.8145 3.2377 -3.0207
C 2.7065 2.5748 1.1156
C -2.1038 4.3012 -2.1468
H 3.5033 -0.2377 1.8223
H -0.3703 3.4334 0.6888
H -0.8961 -3.8614 -1.5304
H 3.0875 -4.8159 0.8515
H -2.7055 5.1311 -2.5047
H 3.1865 2.2680 0.1768
H -0.9513 -2.8818 -3.8979
H 2.9896 1.3548 -2.1723
H 2.2221 3.5499 0.9886
H 0.8900 -5.0060 -0.2875
H -3.5907 -1.9373 -1.3093
H -1.7835 -3.1360 -0.1785
H 0.3944 1.5091 -1.1548
H -3.1568 -2.7616 -2.8481
H 3.9247 -2.6489 1.5355
H -1.9217 5.1878 -0.1666
H 2.1962 1.6756 3.8898
H 0.5619 2.2737 3.5175
H -2.1686 3.2139 -4.0489
H -0.6770 1.3353 -3.1068
H 0.8093 0.5479 3.8080
H 6.1859 -0.5924 -1.2802
H 1.2887 1.7111 -0.5130
H 3.4487 2.6418 1.9248
H 2.0723 0.8143 -3.1744
H -3.4671 -0.9943 -2.8177
H 7.0812 0.3633 -0.5749
H -0.6203 -1.1455 -4.2266
H 0.5848 -2.1226 -3.3401
*
```

Results of the Löwdin charge analysis, in e, for atoms 1 through 6: 1.168, 0.691, 0.689, 0.698, 0.727, 0.680